(1)
The following is a quantum chemistry calculation of C48H58AsMnN2PSSi2 as an isolated structure in a non-equilibrium geometry, from the Open Molecules 2025 dataset.

The energy comes out at -6678.60775 hartree. As for the expectation value of S²: 6.156. For the gap between HOMO and LUMO (spin up / spin down), the calculation gives 0.25092 / 0.29676 Eh. Its spin multiplicity is 5. Its charge is +1.

Cartesian coordinates (Å):
Mn1 0.082 0.080 -0.028
C1 -3.413 1.907 3.952
Si1 -2.483 0.474 4.731
C2 -1.475 1.068 6.209
C3 -3.741 -0.835 5.239
C4 -1.217 -0.458 3.632
C5 -0.721 -1.647 4.143
C6 0.165 -2.449 3.422
C7 0.535 -2.031 2.171
N1 0.096 -0.878 1.647
C8 -0.747 -0.082 2.350
S1 -1.147 1.408 1.560
H1 -4.201 2.227 4.640
H2 -3.883 1.631 3.008
H3 -2.763 2.761 3.762
H4 -2.125 1.541 6.949
H5 -0.729 1.804 5.904
H6 -0.955 0.244 6.703
H7 -4.477 -0.396 5.916
H8 -3.285 -1.681 5.758
H9 -4.282 -1.226 4.374
H10 -1.037 -1.967 5.130
H11 0.549 -3.377 3.820
H12 1.217 -2.611 1.560
C9 0.235 1.355 -1.591
Si2 -1.483 1.043 -2.294
C10 -1.745 -0.835 -2.047
N2 -1.787 -1.236 -0.615
C11 -1.667 -2.714 -0.494
C12 -3.001 -3.435 -0.651
C13 -3.890 -3.125 0.560
C14 -3.583 -1.713 1.081
C15 -3.101 -0.810 -0.046
C16 -2.834 2.151 -1.609
C17 -2.513 3.340 -0.953
C18 -3.504 4.220 -0.543
C19 -4.837 3.923 -0.785
C20 -5.174 2.749 -1.445
C21 -4.180 1.877 -1.858
C22 -1.442 1.267 -4.168
C23 -0.576 0.496 -4.947
C24 -0.509 0.663 -6.322
C25 -1.311 1.610 -6.943
C26 -2.179 2.383 -6.187
C27 -2.243 2.212 -4.811
H13 0.371 2.414 -1.366
H14 0.976 1.092 -2.345
H15 -0.884 -1.323 -2.520
H16 -2.630 -1.199 -2.587
H17 -1.254 -2.962 0.488
H18 -0.964 -3.060 -1.246
H19 -2.821 -4.506 -0.745
H20 -3.480 -3.109 -1.578
H21 -3.705 -3.858 1.348
H22 -4.941 -3.215 0.281
H23 -2.834 -1.750 1.873
H24 -4.477 -1.263 1.515
H25 -3.026 0.217 0.299
H26 -3.859 -0.825 -0.839
H27 -1.474 3.581 -0.754
H28 -3.236 5.139 -0.038
H29 -5.613 4.607 -0.467
H30 -6.213 2.514 -1.641
H31 -4.454 0.974 -2.396
H32 0.060 -0.249 -4.475
H33 0.173 0.057 -6.905
H34 -1.257 1.747 -8.016
H35 -2.807 3.121 -6.669
H36 -2.926 2.820 -4.228
C28 1.583 3.403 0.858
P1 1.930 1.604 0.857
C29 3.563 1.651 0.015
C30 2.373 1.400 2.629
H37 2.362 3.907 1.431
H38 0.614 3.597 1.314
H39 1.587 3.795 -0.158
H40 4.282 2.221 0.605
H41 3.429 2.146 -0.949
H42 3.958 0.654 -0.159
H43 3.208 2.058 2.871
H44 2.645 0.374 2.873
H45 1.507 1.678 3.230
C31 5.986 -2.679 0.770
C32 5.738 -2.930 -0.574
C33 4.514 -2.602 -1.132
C34 3.526 -2.014 -0.348
C35 3.776 -1.771 0.997
C36 5.002 -2.100 1.557
As1 1.777 -1.599 -1.136
C37 2.307 -1.253 -2.968
C38 2.886 -0.099 -3.471
C39 3.142 0.009 -4.830
C40 2.810 -1.037 -5.680
C41 2.258 -2.207 -5.179
C42 2.013 -2.330 -3.815
C43 1.545 -3.546 -3.125
C44 1.329 -4.787 -3.716
C45 1.014 -5.885 -2.932
C46 0.917 -5.761 -1.552
C47 1.110 -4.524 -0.955
C48 1.415 -3.421 -1.736
H46 6.945 -2.934 1.201
H47 6.506 -3.385 -1.186
H48 4.327 -2.801 -2.180
H49 3.006 -1.315 1.607
H50 5.192 -1.903 2.605
H51 3.160 0.710 -2.803
H52 3.594 0.909 -5.227
H53 2.996 -0.946 -6.742
H54 2.031 -3.024 -5.851
H55 1.420 -4.904 -4.789
H56 0.853 -6.848 -3.399
H57 0.696 -6.627 -0.943
H58 1.020 -4.432 0.122

=====

(2)
The following is a quantum chemistry calculation of C48H60MoN3P2SSi as an isolated structure, from the Open Molecules 2025 dataset.

The relative energy (zero: lowest compared OMol25 entry of this formula, charge and spin) is 0.000 eV. The energy comes out at -3467.74194 hartree. As for the expectation value of S²: 2.037. For the gap between HOMO and LUMO (spin up / spin down), the calculation gives 0.22163 / 0.26054 Eh. Its spin multiplicity is 3. Its charge is +1.

Cartesian coordinates (Å):
Mo1 0.063 0.379 0.493
C1 -2.540 -2.699 1.654
N1 -2.351 -1.256 1.895
P1 -0.912 -0.711 2.733
C2 -0.101 -2.161 3.473
C3 -0.696 -2.902 4.499
C4 -0.026 -3.976 5.057
C5 1.250 -4.311 4.615
C6 1.857 -3.567 3.618
C7 1.181 -2.495 3.048
C8 -1.653 0.054 4.232
C9 -2.935 -0.318 4.635
C10 -3.479 0.168 5.815
C11 -2.747 1.039 6.612
C12 -1.464 1.400 6.231
C13 -0.918 0.905 5.054
P2 -2.456 -0.165 0.551
C14 -3.566 1.191 1.014
C15 -4.513 1.115 2.030
C16 -5.338 2.200 2.292
C17 -5.230 3.357 1.533
C18 -4.296 3.433 0.508
C19 -3.461 2.356 0.253
C20 -3.415 -1.050 -0.710
C21 -4.731 -1.418 -0.419
C22 -5.499 -2.070 -1.368
C23 -4.964 -2.343 -2.625
C24 -3.667 -1.964 -2.924
C25 -2.891 -1.318 -1.967
H1 -2.334 -3.244 2.571
H2 -1.885 -3.083 0.871
H3 -3.570 -2.895 1.366
H4 -1.676 -2.632 4.873
H5 -0.495 -4.549 5.847
H6 1.773 -5.149 5.061
H7 2.854 -3.814 3.276
H8 1.650 -1.910 2.274
H9 -3.509 -1.001 4.023
H10 -4.475 -0.135 6.112
H11 -3.170 1.425 7.530
H12 -0.878 2.065 6.852
H13 0.094 1.177 4.798
H14 -4.600 0.213 2.618
H15 -6.065 2.142 3.092
H16 -5.874 4.202 1.740
H17 -4.213 4.333 -0.088
H18 -2.722 2.421 -0.540
H19 -5.162 -1.184 0.548
H20 -6.517 -2.355 -1.135
H21 -5.567 -2.845 -3.371
H22 -3.254 -2.162 -3.905
H23 -1.883 -1.000 -2.206
S1 -0.225 1.019 -1.915
C26 0.780 0.140 -3.004
N2 1.028 -1.164 -2.784
C27 1.809 -1.934 -3.559
C28 2.356 -1.417 -4.699
C29 2.099 -0.078 -5.004
C30 1.328 0.696 -4.165
H24 0.688 -1.545 -1.905
H25 1.970 -2.945 -3.205
H26 2.977 -2.035 -5.329
H27 2.522 0.364 -5.898
H28 1.138 1.736 -4.384
C31 4.194 2.617 2.794
C32 3.097 1.635 2.353
C33 2.210 1.369 3.571
C34 3.770 0.292 2.040
Si1 1.980 2.251 0.868
C35 3.133 2.935 -0.549
C36 2.446 3.231 -1.887
C37 3.781 4.261 -0.108
C38 4.248 1.923 -0.848
C39 0.718 3.634 1.416
C40 1.209 4.659 2.445
C41 0.163 4.400 0.208
C42 -0.470 2.870 2.013
H29 4.645 2.255 3.725
H30 3.814 3.622 2.983
H31 4.998 2.687 2.061
H32 2.813 0.945 4.384
H33 1.436 0.640 3.331
H34 1.740 2.275 3.952
H35 4.281 -0.072 2.940
H36 4.515 0.362 1.251
H37 3.038 -0.457 1.745
H38 1.775 4.085 -1.838
H39 1.874 2.384 -2.244
H40 3.218 3.468 -2.630
H41 3.036 5.040 0.058
H42 4.438 4.614 -0.913
H43 4.386 4.175 0.789
H44 3.844 0.938 -1.110
H45 4.936 1.804 -0.012
H46 4.838 2.273 -1.703
H47 2.061 5.229 2.072
H48 1.503 4.202 3.389
H49 0.407 5.375 2.666
H50 0.887 5.104 -0.201
H51 -0.712 4.982 0.523
H52 -0.152 3.730 -0.598
H53 -0.232 2.331 2.923
H54 -0.923 2.156 1.293
H55 -1.324 3.528 2.218
N3 1.073 -1.072 0.156
C43 1.799 -2.168 -0.191
C44 1.166 -3.422 -0.350
C45 1.883 -4.536 -0.760
C46 3.245 -4.452 -1.020
C47 3.884 -3.225 -0.854
C48 3.186 -2.101 -0.451
H56 0.109 -3.500 -0.128
H57 1.370 -5.485 -0.867
H58 3.801 -5.326 -1.332
H59 4.947 -3.142 -1.048
H60 3.688 -1.150 -0.338

=====

Among the records above, which one has the lowest energy?
C48H58AsMnN2PSSi2

=====

What is the formula in the second record?
C48H60MoN3P2SSi